The following is a quantum chemistry calculation of an isolated ion of composition C33H57N12O5 and charge +1 at a distorted geometry, from the OMol25 dataset.

Last column: Löwdin charge in e.
Positions of all 107 atoms, in Å:
C -2.0546 -1.1286 4.2689  0.141
C -2.3961 -2.1734 3.7935  -0.108
C -2.8210 -3.3975 3.1307  -0.185
H -1.9443 -4.0218 2.9235  0.135
H -3.5048 -3.9555 3.7831  0.139
O -3.4309 -3.1634 1.8622  -0.180
C -4.8158 -2.8818 1.8887  -0.157
H -5.3413 -3.5894 2.5403  0.136
C -5.1321 -1.4514 2.3487  -0.168
O -4.4980 -0.4688 1.5609  -0.155
C -5.0809 -0.2450 0.2884  -0.166
H -6.1753 -0.2628 0.3585  0.139
C -4.6441 1.1330 -0.1996  -0.156
H -4.9674 1.8818 0.5276  0.129
H -5.1211 1.3450 -1.1652  0.140
O -3.2332 1.1649 -0.3491  -0.199
C -2.6363 2.4219 -0.0526  -0.154
C -2.5013 2.6555 1.4630  -0.135
N -1.8672 1.5181 2.0855  0.085
H -2.4420 0.6888 2.1485  0.101
H -2.3240 -0.4671 0.0737  0.105
C -0.5330 1.3260 1.9666  -0.379
N 0.2381 2.3908 1.8399  0.210
C 1.5434 2.1335 1.7026  -0.344
N 2.3811 3.1814 1.5517  -0.054
C 1.8487 4.5018 1.3164  -0.102
H 0.9170 4.6007 1.8698  0.113
C 1.6129 4.6960 -0.2038  -0.087
N 2.2883 3.6231 -0.9154  -0.032
C 1.5203 2.6320 -1.4133  -0.385
O 0.3041 2.7295 -1.4719  0.039
C 2.2083 1.4003 -2.0109  -0.181
N 1.5186 0.2231 -1.5495  -0.060
C 0.1955 -0.0270 -1.5136  0.024
C 0.1034 -1.2792 -0.9393  -0.233
N 1.3602 -1.7037 -0.6841  0.089
N 2.1906 -0.8042 -1.0537  0.078
C -1.0821 -2.0662 -0.4962  -0.223
N -1.8220 -1.2593 0.5117  0.204
H -1.1053 -0.8182 1.2273  0.084
H -2.5063 -1.8547 1.0151  0.104
H -0.6941 -2.9489 0.0226  0.144
C -2.0069 -2.5558 -1.6257  -0.324
C -1.2779 -3.6476 -2.4079  -0.037
H -1.0371 -4.4886 -1.7627  0.087
H -0.3505 -3.2592 -2.8216  0.088
H -1.8932 -4.0129 -3.2238  0.078
C -2.4773 -1.4296 -2.5548  -0.223
C -3.7189 -1.8167 -3.3524  -0.083
H -4.5413 -2.0813 -2.6900  0.067
H -3.5225 -2.6639 -4.0029  0.071
H -4.0382 -0.9840 -3.9735  0.078
H -1.6735 -1.1813 -3.2488  0.117
H -2.7087 -0.5317 -1.9787  0.085
H -2.8844 -3.0033 -1.1432  0.137
H -0.5323 0.6722 -1.8601  0.120
C 2.1455 1.4806 -3.5470  -0.107
H 2.4791 2.4682 -3.8656  0.126
C 3.0135 0.3903 -4.1848  -0.188
C 4.3845 0.8764 -4.6630  -0.196
C 5.2236 1.6279 -3.6279  -0.277
N 5.2637 0.9392 -2.3383  -0.009
H 5.4426 -0.0497 -2.4838  0.087
H 6.0339 1.2969 -1.7812  0.082
H 6.2255 1.7745 -4.0585  0.113
H 4.8006 2.6232 -3.4522  0.099
H 4.9456 0.0032 -5.0034  0.112
H 4.2543 1.5368 -5.5224  0.115
H 3.1490 -0.4216 -3.4681  0.096
H 2.4968 -0.0245 -5.0520  0.113
H 1.1035 1.3747 -3.8550  0.120
H 3.2497 1.2619 -1.7067  0.104
C 3.6663 3.5023 -0.4908  -0.092
H 4.1013 4.5040 -0.5405  0.131
C 3.6864 2.9733 0.9691  -0.094
H 3.8917 1.9036 0.9992  0.107
H 4.4372 3.5047 1.5601  0.128
H 4.2351 2.8496 -1.1468  0.087
H 2.0082 5.6553 -0.5453  0.128
H 0.5522 4.6355 -0.4463  0.117
H 2.5764 5.2240 1.6938  0.127
N 2.0844 0.9202 1.7668  0.194
C 1.2462 -0.0919 1.9790  -0.332
N 1.7699 -1.3051 2.1478  -0.045
C 1.0027 -2.4826 2.4720  -0.122
H 1.0550 -3.1762 1.6248  0.123
H -0.0265 -2.1985 2.6850  0.084
C 1.6225 -3.1486 3.7103  -0.182
O 2.9803 -3.4404 3.5096  -0.119
C 3.7154 -2.2691 3.2357  -0.174
H 3.6618 -1.5846 4.0960  0.132
C 3.1845 -1.5637 1.9850  -0.120
H 3.3144 -2.2048 1.1070  0.122
H 3.6933 -0.6160 1.8257  0.110
H 4.7484 -2.5846 3.0881  0.131
H 1.5000 -2.4808 4.5776  0.132
H 1.1311 -4.1002 3.9194  0.128
N -0.1007 0.0519 2.0130  0.144
H -3.4747 2.7996 1.9349  0.120
H -1.8811 3.5351 1.6307  0.118
H -1.6411 2.3887 -0.5011  0.094
H -3.2038 3.2340 -0.5176  0.136
H -4.7625 -1.0129 -0.4281  0.114
H -4.7534 -1.2930 3.3613  0.119
H -6.2206 -1.3129 2.3457  0.136
H -5.1565 -3.0360 0.8614  0.130
H -1.7487 -0.2330 4.7224  0.045

Kohn-Sham gap: 9.4 eV
Energy above the lowest of the compared OMol25 structures with the same formula, charge and spin: 1.7 kcal/mol
Strongest force on any atom: 0.0251 Eh/bohr
Net charge: +1
DFT total energy: -63259.21366 eV

---

The following is a quantum chemistry calculation of C17H42MgNO10S4 as an isolated structure at a distorted geometry, from the OMol25 dataset.

Last column: Löwdin charge in e.
Positions of all 75 atoms, in Å:
Mg 0.3616 0.8909 -2.7235  0.728
N 0.0938 -0.7159 0.0317  -0.547
O 0.6833 -0.0484 0.8919  -0.010
O 0.1330 -0.3008 -1.1664  -0.130
O -0.4966 -1.7484 0.3033  0.049
C 2.1579 2.2299 2.2137  -0.266
S 3.5530 3.3590 2.1390  0.881
O 3.9819 3.3910 0.6937  -0.589
C 2.6237 4.9120 2.3902  -0.243
H 1.4537 2.5671 2.9766  0.069
H 2.4821 1.2118 2.4004  0.042
H 1.6151 2.2922 1.2694  0.020
H 1.6628 4.9087 1.8744  0.033
H 3.2499 5.6623 1.9132  0.058
H 2.4978 5.0458 3.4618  0.057
C 3.9938 -0.8816 -3.0907  -0.216
S 3.6740 0.7463 -2.3791  0.965
O 2.2602 1.1252 -2.7884  -0.581
C 3.6119 0.3073 -0.6466  -0.220
H 4.8791 -1.3079 -2.6304  0.069
H 4.1647 -0.7024 -4.1526  0.058
H 3.0781 -1.4660 -3.0030  0.068
H 3.2189 1.1801 -0.1257  0.022
H 4.5996 0.0011 -0.3120  0.078
H 2.8954 -0.4949 -0.4502  0.064
C -0.8077 4.8863 -1.7898  -0.225
S 0.0288 3.6703 -0.7620  0.938
O 0.1806 2.4442 -1.6287  -0.590
C 1.6536 4.4150 -0.8152  -0.245
H -0.3214 4.8960 -2.7597  0.068
H -0.7329 5.8579 -1.2927  0.069
H -1.8769 4.6816 -1.7668  0.049
H 1.6710 5.3683 -0.2846  0.063
H 2.0005 4.6200 -1.8315  0.083
H 2.3854 3.7307 -0.3832  0.010
C -2.6560 0.4587 -5.3362  -0.224
S -2.9339 0.8908 -3.6019  0.980
O -1.5469 1.0131 -2.9944  -0.599
C -3.4592 2.6081 -3.8373  -0.215
H -2.7676 -0.6178 -5.4617  0.062
H -1.7120 0.8169 -5.7388  0.067
H -3.4726 0.8814 -5.9271  0.062
H -2.6247 3.2030 -4.2010  0.066
H -3.8093 2.9478 -2.8647  0.055
H -4.2835 2.6224 -4.5482  0.065
C -3.0318 0.9351 0.4487  -0.020
C -4.2623 0.1727 0.8519  -0.494
O -5.3683 0.6548 0.7971  0.069
C -4.0782 -1.2259 1.4104  -0.012
H -2.4354 0.3422 -0.2480  0.065
H -2.3553 1.1054 1.2908  0.093
H -3.2251 1.9096 -0.0003  0.073
H -4.0608 -1.9634 0.6031  0.089
H -4.9663 -1.4133 2.0081  0.085
H -3.1424 -1.3554 1.9523  0.078
C -1.9153 -7.7088 0.8909  -0.021
C -1.9625 -6.4412 0.0568  -0.499
O -1.9273 -6.4988 -1.1512  0.056
C -1.9102 -5.1306 0.7887  -0.023
H -1.1108 -8.3408 0.5185  0.086
H -2.8318 -8.2917 0.7808  0.085
H -1.7821 -7.4792 1.9458  0.072
H -2.9073 -4.8869 1.1593  0.089
H -1.5353 -4.3367 0.1431  0.067
H -1.1849 -5.1833 1.6037  0.080
C 1.1079 -1.8257 3.6026  -0.023
C 1.5510 -3.1638 4.1574  -0.501
O 0.9158 -4.1716 3.9462  0.066
C 2.7945 -3.2038 5.0010  -0.028
H 0.6419 -1.2993 4.4414  0.094
H 0.3616 -1.9746 2.8279  0.058
H 1.9414 -1.2448 3.2125  0.065
H 2.6999 -2.5128 5.8465  0.087
H 3.6707 -2.8178 4.4742  0.082
H 2.9643 -4.2084 5.3746  0.082

Kohn-Sham gap: 7.6 eV
Strongest force on any atom: 0.0362 Eh/bohr
Net charge: +1
DFT total energy: -89052.35451 eV

---

The following is a quantum chemistry calculation of C24H27N4O2RuS4Se as an isolated structure at a distorted geometry, from the OMol25 dataset.

Last column: Löwdin charge in e.
Positions of all 63 atoms, in Å:
Ru -0.5341 -0.6917 1.2192  1.204
C -0.3846 4.2939 -0.5562  -0.478
C -0.7365 3.2359 0.4699  -0.462
S 0.0510 1.6616 -0.0633  0.837
C -0.9810 1.2129 -1.5255  -0.421
C -0.0717 0.7195 -2.6524  -0.434
S 1.6871 0.7938 -2.1585  0.966
C 2.2981 2.3683 -2.8521  -0.463
C 1.4756 3.6309 -2.6382  -0.476
S 1.4193 4.1918 -0.8993  0.954
H -0.5897 5.2958 -0.1785  0.095
H -0.9209 4.1612 -1.4921  0.074
H -1.8079 3.1031 0.6177  0.096
H -0.2649 3.4727 1.4226  0.088
H -1.5513 2.0984 -1.8020  0.088
H -1.6704 0.4248 -1.2028  0.062
H -0.1943 1.2831 -3.5752  0.096
H -0.2593 -0.3348 -2.8551  0.080
H 2.4197 2.2105 -3.9248  0.104
H 3.2873 2.4731 -2.4054  0.089
H 0.4572 3.5250 -3.0037  0.075
H 1.9661 4.4294 -3.1991  0.096
C 0.4157 -6.9658 3.6466  -0.029
C -0.2842 -5.9356 2.8315  -0.243
C 0.1784 -4.6202 2.8035  -0.013
C -0.4845 -3.6696 2.0525  -0.088
C -1.5989 -4.0191 1.3142  -0.279
C -2.0729 -5.3188 1.3165  -0.020
C -1.4177 -6.2639 2.0871  0.003
S -2.4611 -2.7232 0.4391  0.641
O -2.7679 -1.6892 1.4433  -0.466
O -3.5336 -3.2102 -0.3487  -0.236
N -1.3105 -1.9272 -0.4255  -0.209
C -0.1412 -2.4946 -0.8322  -0.473
C -0.0197 -3.6049 -1.6721  0.017
C 1.2513 -4.0158 -2.0283  -0.020
C 2.3541 -3.3366 -1.5159  -0.038
C 2.1496 -2.2583 -0.6694  -0.151
N 0.9322 -1.8394 -0.3360  0.012
H 1.3373 -6.5780 4.0701  0.083
H 0.6462 -7.8394 3.0405  0.095
H -0.2268 -7.3029 4.4586  0.098
H 1.0485 -4.3372 3.3749  0.114
H -0.1156 -2.6278 2.0331  0.055
H -2.9464 -5.5598 0.7334  0.124
H -1.7942 -7.2748 2.1256  0.131
H -0.9096 -4.1054 -2.0225  0.129
H 1.3833 -4.8611 -2.6893  0.125
H 3.3570 -3.6352 -1.7754  0.115
H 2.9792 -1.7159 -0.2395  0.115
Se -3.4322 0.4317 3.0750  1.277
N -1.7634 0.8074 2.5823  -0.322
C -0.9349 0.0294 3.3166  -0.519
C 0.4949 0.0669 3.2415  -0.141
C 1.1893 -0.8291 4.0533  -0.040
C 0.5222 -1.7480 4.8795  -0.060
C -0.8496 -1.7742 4.9910  0.033
C -1.6076 -0.8738 4.2203  -0.379
N -2.9311 -0.7421 4.2225  -0.201
H 1.0003 0.9266 2.7866  0.107
H 2.2694 -0.8007 4.0603  0.123
H 1.1064 -2.4317 5.4763  0.121
H -1.3575 -2.4595 5.6493  0.136

Kohn-Sham gap (alpha / beta): 7.2 / 4.9 eV
Energy above the lowest of the compared OMol25 structures with the same formula, charge and spin: 35.0 kcal/mol
2S+1: 6
Strongest force on any atom: 0.0335 Eh/bohr
Net charge: +2
DFT total energy: -146631.61417 eV

---

What is the strongest force on any atom in the third record? 0.0335 Eh/bohr